# 1
A 2-piece molecular cluster, C3H2Cl2O2 overall. Source: OMol25; level of theory: ωB97M-V/def2-TZVPD.

XYZ file:
```
9
Properties=species:S:1:pos:R:3
Cl -4.7605 0.4378 -0.3825
Cl 3.0081 1.3499 -0.3249
O 0.5587 -0.3217 0.2024
O -1.0532 1.0661 0.9333
C -3.2033 0.6643 0.1424
C -2.3145 1.1142 0.8210
C -0.5409 0.1285 0.0749
H -1.0209 0.0703 -0.9482
H 2.0421 0.5134 -0.0502
```

## Properties
SMILES	O=COC#CCl.Cl
HOMO energy	-10.17	eV
net charge	0
energy relative to the best compared isomer or geometry (same formula, charge and spin)	386.70	kJ/mol
maximum force	0.06766	hartree/bohr



# 2
C3H2Cl2O4RuYb as an isolated structure. Source: OMol25; level of theory: ωB97M-V/def2-TZVPD.

XYZ file:
```
13
Properties=species:S:1:pos:R:3
Yb -1.3020 -0.3146 -1.9303
Ru -0.5192 0.5969 1.4375
Cl -0.6896 1.8158 -0.5593
Cl -0.8431 -1.4882 0.2876
O 0.9473 -2.6271 -3.5554
O 1.8910 1.9991 2.4343
O -0.7728 -0.5536 3.2070
O 1.0484 1.2529 -4.1530
C 0.2710 0.6627 -3.5505
C 0.1997 -1.8763 -3.1218
C 0.9424 1.4287 2.0303
H 0.1081 -0.7825 3.5576
H -1.2813 -0.1139 3.9161
```

## Properties
HOMO energy (alpha / beta)	-26.14 / -28.80	eV
net charge	+4
energy relative to the best compared isomer or geometry (same formula, charge and spin)	0.00	kJ/mol
spin multiplicity	7
maximum force	0.32457	hartree/bohr



# 3
A 2-piece molecular cluster, C3H2Cl2OS2 overall. Source: OMol25; level of theory: ωB97M-V/def2-TZVPD.

XYZ file:
```
10
Properties=species:S:1:pos:R:3
Cl 0.5713 -2.0430 -2.7007
Cl -1.6785 -0.1664 -2.1524
S -1.4533 -2.4016 -0.4442
S -0.3769 -3.8729 -0.0253
O 1.8343 -0.8606 0.4992
C 0.6963 0.7296 -0.9293
C 1.4263 0.0003 -0.1521
C -0.7052 -1.4330 -1.5936
H 1.0693 1.1550 -1.9058
H 0.1099 1.4463 -0.4316
```

## Properties
HOMO energy (alpha / beta)	-7.39 / -9.35	eV
net charge	0
energy relative to the best compared isomer or geometry (same formula, charge and spin)	82.49	kJ/mol
spin multiplicity	3
maximum force	0.07985	hartree/bohr



# 4
A 2-piece molecular cluster, C3H2Cl3NO overall. Source: OMol25; level of theory: ωB97M-V/def2-TZVPD.

XYZ file:
```
10
Properties=species:S:1:pos:R:3
Cl -2.2951 -0.2548 0.8920
Cl 1.3382 0.9633 1.1444
Cl 2.2768 -1.5474 0.1705
O 0.6489 -0.6703 -2.1395
N -0.7645 2.2112 -1.0147
C -0.3284 1.1630 -1.0740
C 0.3556 -0.1361 -1.1189
C 0.8316 -0.5924 0.2500
H 0.0357 -1.1849 0.8049
H -2.0989 0.0485 2.0854
```

## Properties
SMILES	N#CC(=O)C(Cl)Cl.Cl
HOMO energy	-11.27	eV
net charge	0
energy relative to the best compared isomer or geometry (same formula, charge and spin)	13.92	kJ/mol
maximum force	0.03314	hartree/bohr



# 5
One molecule with the formula C3H2Cl4. Source: OMol25; level of theory: ωB97M-V/def2-TZVPD.

XYZ file:
```
9
Properties=species:S:1:pos:R:3
Cl -0.8286 -2.5365 0.6420
Cl 1.2061 0.2989 1.7596
Cl 1.8969 -0.4337 -1.2216
Cl 1.2838 2.3096 -0.6032
C 1.0107 0.5915 0.1296
C -1.6489 -1.1716 0.2261
C -0.7639 0.0252 -0.0503
H -1.1705 0.9439 0.2186
H -0.9856 -0.0272 -1.1009
```

## Properties
HOMO energy	-9.19	eV
net charge	0
energy relative to the best compared isomer or geometry (same formula, charge and spin)	396.86	kJ/mol
maximum force	0.10771	hartree/bohr



# 6
A 2-piece molecular cluster, C3H2Cl4 overall. Source: OMol25; level of theory: ωB97M-V/def2-TZVPD.

XYZ file:
```
9
Properties=species:S:1:pos:R:3
Cl 0.8466 1.3042 1.5380
Cl -2.2948 -0.0928 1.9510
Cl -2.0429 -1.1237 -0.7478
Cl -0.3175 -2.1770 1.2979
C -1.2999 -0.9019 0.7973
C 0.7488 0.7472 -0.0353
C 1.2293 0.7444 -1.2192
H 0.8816 0.2244 -2.0867
H 2.2488 1.2752 -1.4953
```

## Properties
HOMO energy (alpha / beta)	-7.82 / -10.05	eV
net charge	0
energy relative to the best compared isomer or geometry (same formula, charge and spin)	38.30	kJ/mol
spin multiplicity	3
maximum force	0.08158	hartree/bohr



Number 5 is which compound?
C3H2Cl4



What is the maximum force in the fifth record?
0.10771 hartree/bohr



Which formula does entry 3 have?
C3H2Cl2OS2